Record 1
A cluster of 4 separate species, C6H20NO4 in total. Source: the Open Molecules 2025 dataset; level of theory: the ωB97M-V functional and the def2-TZVPD basis.

Values from the calculation:
Net charge = -1
E = -596.2979 a.u.
Energy above the lowest of the compared OMol25 structures with the same formula, charge and spin = 238.9 kJ/mol
Gap between HOMO and LUMO = 5.70 eV
E_HOMO = -2.701 eV
Lowest unoccupied orbital energy = 2.99 eV
2S+1 = 1

The geometry in XYZ format:
```
31
Properties=species:S:1:pos:R:3:forces:R:3
C -0.886 -0.497 2.430 -1.2 -0.1 -0.1
N -0.548 -0.303 1.022 0.9 0.0 0.1
C 0.754 -0.917 0.629 0.1 0.5 -1.3
C 0.623 -1.683 -0.705 0.0 0.0 0.7
C 1.789 -2.724 -0.878 -0.8 -0.1 -0.5
O 2.889 -2.178 -1.397 0.3 0.0 0.4
C 1.876 0.102 0.482 0.9 0.4 0.1
C -1.729 0.654 2.934 -1.4 1.1 -0.3
H -0.046 -0.586 3.127 0.3 -0.2 -0.3
H -1.467 -1.426 2.430 0.2 0.0 0.5
H -0.514 0.683 0.785 0.1 0.1 0.3
H 1.110 -1.602 1.400 -0.4 -0.2 0.1
H 0.716 -0.963 -1.520 0.0 0.0 -0.2
H -0.395 -2.092 -0.749 0.1 -0.4 0.0
H 1.370 -3.577 -1.489 -0.1 0.2 -0.1
H 1.845 -3.219 0.141 0.4 0.2 0.0
H 1.712 0.998 -0.137 -0.7 -0.1 0.1
H 2.240 0.459 1.454 0.0 0.0 0.0
H 2.698 -0.374 -0.067 0.0 -0.3 0.3
H -1.121 1.562 2.992 0.0 0.0 0.2
H -2.341 0.572 3.840 1.0 -0.6 0.5
H -2.583 0.923 2.293 0.5 -0.2 -0.8
H -1.704 -0.455 -0.650 -0.4 -0.8 0.4
H -3.010 -0.944 -1.513 0.5 -0.4 0.3
O -2.466 -0.219 -1.211 -0.3 1.1 -0.5
H 0.060 1.441 -1.362 0.0 0.0 -0.1
H -1.381 1.266 -1.862 0.1 0.0 0.2
O -0.723 1.941 -1.620 -0.2 -0.3 -0.1
H -0.542 4.038 -2.105 0.1 -0.1 0.4
H -0.922 4.112 -0.641 0.2 -0.1 -0.3
O -0.420 4.585 -1.317 -0.2 0.5 0.0
```
Positions in Å, forces in eV/Å.

Mulliken atomic charges, in units of e:
1. C -0.311
2. N -0.105
3. C 0.117
4. C -0.535
5. C -0.624
6. O -0.871
7. C -1.283
8. C -1.358
9. H 0.266
10. H 0.284
11. H 0.271
12. H 0.392
13. H 0.101
14. H 0.453
15. H 0.233
16. H 0.137
17. H 0.215
18. H 0.326
19. H 0.408
20. H 0.313
21. H 0.388
22. H 0.311
23. H 0.438
24. H 0.251
25. O -0.733
26. H 0.290
27. H 0.318
28. O -0.670
29. H 0.318
30. H 0.308
31. O -0.647

=====

Record 2
A cluster of 5 separate species, C10H29F3N4O7S in total. Source: the Open Molecules 2025 dataset; level of theory: the ωB97M-V functional and the def2-TZVPD basis.

Values from the calculation:
Net charge = +1
E = -1841.5225 a.u.
Gap between HOMO and LUMO (alpha / beta) = 9.81 / 3.69 eV
Expectation value of S² = 0.75
E_HOMO (alpha / beta) = -12.495 / -12.484 eV
Lowest unoccupied orbital energy (alpha / beta) = -2.69 / -8.80 eV
2S+1 = 2

The geometry in XYZ format:
```
54
Properties=species:S:1:pos:R:3:forces:R:3
O 0.909 0.206 0.732 1.9 1.4 -0.1
H 0.993 -0.745 0.830 0.0 -2.6 0.8
H 0.139 0.551 1.190 -2.0 1.5 1.3
H 0.958 0.447 -0.196 -0.5 0.9 -1.4
C -0.183 2.372 -4.020 3.4 -0.6 1.1
F 0.370 2.998 -5.085 -0.9 -0.8 0.8
F -1.260 2.950 -3.625 -1.4 0.5 -0.1
F -0.417 1.068 -4.295 0.1 0.8 -0.2
S 1.146 2.539 -2.537 -0.7 3.0 -1.9
O 0.806 1.651 -1.460 -1.4 -1.3 1.7
O 2.404 2.055 -3.088 1.0 -0.1 -0.5
O 1.047 3.967 -2.220 0.3 -2.1 -0.5
C 4.208 0.006 -0.746 -2.1 2.2 -3.8
O 4.836 -0.778 0.009 1.1 -1.3 1.4
N 3.379 0.926 -0.333 1.2 -0.2 4.0
N 4.256 0.022 -2.051 1.6 -2.4 -1.0
H 3.698 1.178 0.592 -1.2 1.1 0.3
H 2.913 1.543 -0.982 -0.4 0.3 -0.2
H 3.667 0.726 -2.473 -0.3 0.5 -1.0
H 4.609 -0.770 -2.569 0.0 0.2 -0.2
C 2.003 -4.355 0.188 0.3 0.8 -0.8
C 1.596 -2.912 -0.076 -0.3 0.4 0.9
C 0.490 -2.754 -1.111 0.2 0.1 0.5
O 0.075 -1.419 -1.267 1.2 0.1 0.4
C -1.087 -1.256 -2.048 0.3 0.6 -0.4
N 1.196 -2.288 1.200 0.6 -1.0 0.4
H 2.287 -4.709 -0.803 -0.5 -1.1 0.2
H 1.212 -4.838 0.761 0.0 -0.6 -0.6
H 2.931 -4.425 0.756 -0.1 0.3 0.3
H 2.511 -2.370 -0.318 -0.1 0.2 -0.8
H -0.447 -3.198 -0.773 0.3 -1.3 -0.1
H 0.961 -3.203 -1.986 -0.8 0.0 -0.7
H -1.972 -1.787 -1.695 0.1 -0.3 0.4
H -0.872 -1.568 -3.070 -0.2 0.2 -0.2
H -1.270 -0.184 -1.975 -0.2 -0.1 -0.4
H 1.994 -2.595 1.737 0.6 0.9 0.9
H 0.556 -2.940 1.630 -1.2 0.2 0.0
C -2.312 -0.365 1.243 -1.6 -3.8 0.7
C -2.391 1.063 1.513 0.3 0.8 0.1
C -3.568 1.488 2.405 0.7 -0.6 0.1
O -3.354 2.790 2.878 -0.1 0.0 0.4
C -4.376 3.164 3.847 1.2 0.7 -1.6
N -1.120 1.346 2.198 0.3 1.2 -0.9
H -2.234 -0.873 2.204 0.1 0.0 0.6
H -1.528 -0.896 0.704 0.4 1.1 -0.6
H -3.215 -0.866 0.896 -0.4 0.5 -0.5
H -2.473 1.618 0.578 0.5 0.4 0.0
H -3.534 0.810 3.257 -0.4 -0.4 0.2
H -4.515 1.399 1.872 -0.2 -0.1 0.0
H -4.226 2.728 4.835 -0.2 -0.5 -0.2
H -5.302 2.942 3.318 -0.5 0.1 0.8
H -4.208 4.237 3.938 -0.5 0.0 0.1
H -1.083 0.967 3.134 -0.4 -0.4 0.2
H -1.206 2.340 2.356 0.8 0.5 0.2
```
Positions in Å, forces in eV/Å.

Mulliken atomic charges, in units of e:
1. O -0.186
2. H 0.479
3. H 0.650
4. H 0.619
5. C 0.589
6. F -0.213
7. F -0.191
8. F -0.196
9. S 1.230
10. O -0.947
11. O -0.926
12. O -0.623
13. C 0.770
14. O -0.222
15. N -0.178
16. N -0.234
17. H 0.221
18. H 0.085
19. H 0.274
20. H 0.269
21. C -1.397
22. C 0.513
23. C -0.828
24. O -0.029
25. C -0.925
26. N -0.615
27. H 0.399
28. H 0.392
29. H 0.427
30. H -0.306
31. H 0.406
32. H 0.349
33. H 0.403
34. H 0.321
35. H 0.183
36. H 0.259
37. H 0.308
38. C -1.437
39. C 0.701
40. C -0.926
41. O -0.340
42. C -0.718
43. N -0.709
44. H 0.400
45. H -0.035
46. H 0.495
47. H 0.228
48. H 0.375
49. H 0.449
50. H 0.283
51. H 0.329
52. H 0.252
53. H 0.234
54. H 0.288

=====

Record 3
A structure of composition C4H7OPd. Source: the Open Molecules 2025 dataset; level of theory: the ωB97M-V functional and the def2-TZVPD basis.

Values from the calculation:
Net charge = +1
E = -359.2023 a.u.
Gap between HOMO and LUMO (alpha / beta) = 8.95 / 7.84 eV
Expectation value of S² = 2.01
E_HOMO (alpha / beta) = -14.244 / -15.077 eV
Lowest unoccupied orbital energy (alpha / beta) = -5.29 / -7.24 eV
2S+1 = 3

The geometry in XYZ format:
```
13
Properties=species:S:1:pos:R:3:forces:R:3
C -0.392 1.217 0.301 -0.7 -0.5 0.3
C 0.001 -0.018 -0.544 -1.5 0.7 1.6
C 0.885 -1.066 0.062 -4.5 -3.0 3.4
O 2.202 -0.671 0.206 0.2 -5.7 8.0
Pd 2.149 0.276 -1.141 2.6 7.4 -9.1
H 0.023 1.370 1.306 0.3 0.1 -0.7
H 0.102 0.153 -1.620 -1.4 -0.3 -0.2
H -0.651 2.114 -0.270 0.2 -0.3 0.3
H 0.801 -2.021 -0.483 0.4 0.2 0.1
C -1.376 0.064 0.265 0.0 2.2 -1.9
H -1.606 -0.350 1.247 0.7 -0.8 -0.5
H -2.266 0.216 -0.348 0.3 -0.1 0.1
H 0.128 -1.283 1.019 3.3 0.1 -1.3
```
Positions in Å, forces in eV/Å.

Mulliken atomic charges, in units of e:
1. C -0.182
2. C -0.596
3. C -0.227
4. O -0.506
5. Pd 0.864
6. H 0.244
7. H 0.752
8. H 0.287
9. H 0.333
10. C -0.800
11. H 0.310
12. H 0.272
13. H 0.246

=====

Repeat the third record exactly.
A structure of composition C4H7OPd. Source: the Open Molecules 2025 dataset; level of theory: the ωB97M-V functional and the def2-TZVPD basis.

Values from the calculation:
Net charge = +1
E = -359.2023 a.u.
Gap between HOMO and LUMO (alpha / beta) = 8.95 / 7.84 eV
Expectation value of S² = 2.01
E_HOMO (alpha / beta) = -14.244 / -15.077 eV
Lowest unoccupied orbital energy (alpha / beta) = -5.29 / -7.24 eV
2S+1 = 3

The geometry in XYZ format:
```
13
Properties=species:S:1:pos:R:3:forces:R:3
C -0.392 1.217 0.301 -0.7 -0.5 0.3
C 0.001 -0.018 -0.544 -1.5 0.7 1.6
C 0.885 -1.066 0.062 -4.5 -3.0 3.4
O 2.202 -0.671 0.206 0.2 -5.7 8.0
Pd 2.149 0.276 -1.141 2.6 7.4 -9.1
H 0.023 1.370 1.306 0.3 0.1 -0.7
H 0.102 0.153 -1.620 -1.4 -0.3 -0.2
H -0.651 2.114 -0.270 0.2 -0.3 0.3
H 0.801 -2.021 -0.483 0.4 0.2 0.1
C -1.376 0.064 0.265 0.0 2.2 -1.9
H -1.606 -0.350 1.247 0.7 -0.8 -0.5
H -2.266 0.216 -0.348 0.3 -0.1 0.1
H 0.128 -1.283 1.019 3.3 0.1 -1.3
```
Positions in Å, forces in eV/Å.

Mulliken atomic charges, in units of e:
1. C -0.182
2. C -0.596
3. C -0.227
4. O -0.506
5. Pd 0.864
6. H 0.244
7. H 0.752
8. H 0.287
9. H 0.333
10. C -0.800
11. H 0.310
12. H 0.272
13. H 0.246

=====

Repeat the first record exactly.
A cluster of 4 separate species, C6H20NO4 in total. Source: the Open Molecules 2025 dataset; level of theory: the ωB97M-V functional and the def2-TZVPD basis.

Values from the calculation:
Net charge = -1
E = -596.2979 a.u.
Energy above the lowest of the compared OMol25 structures with the same formula, charge and spin = 238.9 kJ/mol
Gap between HOMO and LUMO = 5.70 eV
E_HOMO = -2.701 eV
Lowest unoccupied orbital energy = 2.99 eV
2S+1 = 1

The geometry in XYZ format:
```
31
Properties=species:S:1:pos:R:3:forces:R:3
C -0.886 -0.497 2.430 -1.2 -0.1 -0.1
N -0.548 -0.303 1.022 0.9 0.0 0.1
C 0.754 -0.917 0.629 0.1 0.5 -1.3
C 0.623 -1.683 -0.705 0.0 0.0 0.7
C 1.789 -2.724 -0.878 -0.8 -0.1 -0.5
O 2.889 -2.178 -1.397 0.3 0.0 0.4
C 1.876 0.102 0.482 0.9 0.4 0.1
C -1.729 0.654 2.934 -1.4 1.1 -0.3
H -0.046 -0.586 3.127 0.3 -0.2 -0.3
H -1.467 -1.426 2.430 0.2 0.0 0.5
H -0.514 0.683 0.785 0.1 0.1 0.3
H 1.110 -1.602 1.400 -0.4 -0.2 0.1
H 0.716 -0.963 -1.520 0.0 0.0 -0.2
H -0.395 -2.092 -0.749 0.1 -0.4 0.0
H 1.370 -3.577 -1.489 -0.1 0.2 -0.1
H 1.845 -3.219 0.141 0.4 0.2 0.0
H 1.712 0.998 -0.137 -0.7 -0.1 0.1
H 2.240 0.459 1.454 0.0 0.0 0.0
H 2.698 -0.374 -0.067 0.0 -0.3 0.3
H -1.121 1.562 2.992 0.0 0.0 0.2
H -2.341 0.572 3.840 1.0 -0.6 0.5
H -2.583 0.923 2.293 0.5 -0.2 -0.8
H -1.704 -0.455 -0.650 -0.4 -0.8 0.4
H -3.010 -0.944 -1.513 0.5 -0.4 0.3
O -2.466 -0.219 -1.211 -0.3 1.1 -0.5
H 0.060 1.441 -1.362 0.0 0.0 -0.1
H -1.381 1.266 -1.862 0.1 0.0 0.2
O -0.723 1.941 -1.620 -0.2 -0.3 -0.1
H -0.542 4.038 -2.105 0.1 -0.1 0.4
H -0.922 4.112 -0.641 0.2 -0.1 -0.3
O -0.420 4.585 -1.317 -0.2 0.5 0.0
```
Positions in Å, forces in eV/Å.

Mulliken atomic charges, in units of e:
1. C -0.311
2. N -0.105
3. C 0.117
4. C -0.535
5. C -0.624
6. O -0.871
7. C -1.283
8. C -1.358
9. H 0.266
10. H 0.284
11. H 0.271
12. H 0.392
13. H 0.101
14. H 0.453
15. H 0.233
16. H 0.137
17. H 0.215
18. H 0.326
19. H 0.408
20. H 0.313
21. H 0.388
22. H 0.311
23. H 0.438
24. H 0.251
25. O -0.733
26. H 0.290
27. H 0.318
28. O -0.670
29. H 0.318
30. H 0.308
31. O -0.647

=====

Repeat the first record exactly.
A cluster of 4 separate species, C6H20NO4 in total. Source: the Open Molecules 2025 dataset; level of theory: the ωB97M-V functional and the def2-TZVPD basis.

Values from the calculation:
Net charge = -1
E = -596.2979 a.u.
Energy above the lowest of the compared OMol25 structures with the same formula, charge and spin = 238.9 kJ/mol
Gap between HOMO and LUMO = 5.70 eV
E_HOMO = -2.701 eV
Lowest unoccupied orbital energy = 2.99 eV
2S+1 = 1

The geometry in XYZ format:
```
31
Properties=species:S:1:pos:R:3:forces:R:3
C -0.886 -0.497 2.430 -1.2 -0.1 -0.1
N -0.548 -0.303 1.022 0.9 0.0 0.1
C 0.754 -0.917 0.629 0.1 0.5 -1.3
C 0.623 -1.683 -0.705 0.0 0.0 0.7
C 1.789 -2.724 -0.878 -0.8 -0.1 -0.5
O 2.889 -2.178 -1.397 0.3 0.0 0.4
C 1.876 0.102 0.482 0.9 0.4 0.1
C -1.729 0.654 2.934 -1.4 1.1 -0.3
H -0.046 -0.586 3.127 0.3 -0.2 -0.3
H -1.467 -1.426 2.430 0.2 0.0 0.5
H -0.514 0.683 0.785 0.1 0.1 0.3
H 1.110 -1.602 1.400 -0.4 -0.2 0.1
H 0.716 -0.963 -1.520 0.0 0.0 -0.2
H -0.395 -2.092 -0.749 0.1 -0.4 0.0
H 1.370 -3.577 -1.489 -0.1 0.2 -0.1
H 1.845 -3.219 0.141 0.4 0.2 0.0
H 1.712 0.998 -0.137 -0.7 -0.1 0.1
H 2.240 0.459 1.454 0.0 0.0 0.0
H 2.698 -0.374 -0.067 0.0 -0.3 0.3
H -1.121 1.562 2.992 0.0 0.0 0.2
H -2.341 0.572 3.840 1.0 -0.6 0.5
H -2.583 0.923 2.293 0.5 -0.2 -0.8
H -1.704 -0.455 -0.650 -0.4 -0.8 0.4
H -3.010 -0.944 -1.513 0.5 -0.4 0.3
O -2.466 -0.219 -1.211 -0.3 1.1 -0.5
H 0.060 1.441 -1.362 0.0 0.0 -0.1
H -1.381 1.266 -1.862 0.1 0.0 0.2
O -0.723 1.941 -1.620 -0.2 -0.3 -0.1
H -0.542 4.038 -2.105 0.1 -0.1 0.4
H -0.922 4.112 -0.641 0.2 -0.1 -0.3
O -0.420 4.585 -1.317 -0.2 0.5 0.0
```
Positions in Å, forces in eV/Å.

Mulliken atomic charges, in units of e:
1. C -0.311
2. N -0.105
3. C 0.117
4. C -0.535
5. C -0.624
6. O -0.871
7. C -1.283
8. C -1.358
9. H 0.266
10. H 0.284
11. H 0.271
12. H 0.392
13. H 0.101
14. H 0.453
15. H 0.233
16. H 0.137
17. H 0.215
18. H 0.326
19. H 0.408
20. H 0.313
21. H 0.388
22. H 0.311
23. H 0.438
24. H 0.251
25. O -0.733
26. H 0.290
27. H 0.318
28. O -0.670
29. H 0.318
30. H 0.308
31. O -0.647